Molecular formula: H80O40
Method: DFT, the ωB97M-V functional and the def2-TZVPD basis

ΔE to the lowest compared entry with this formula, charge and spin, kcal per mole: 345.09
Electronic energy, Eh: -3057.2074
LUMO, Ha: -0.0230

Structure (ORCA input):
```
! RIJCOSX wB97M-V def2-TZVPD def2/J DEFGRID3
* xyz 0 1
H -3.1919 4.4839 -1.0148
H -2.3030 5.8484 -1.0366
O -2.6809 5.1445 -1.6237
H -3.9706 -4.3762 0.7216
H -2.9188 -3.8502 -0.3089
O -2.9519 -4.0953 0.6063
H 5.8821 -1.7024 0.1432
H 4.8401 -0.7868 -0.6961
O 5.7978 -0.7770 -0.2304
H -1.9116 -1.5233 3.1156
H -2.6595 -0.8302 4.3998
O -1.9935 -0.7297 3.6920
H 3.7435 5.1753 -0.2402
H 4.5276 4.3739 -1.1099
O 3.7616 5.0991 -1.1737
H -0.4231 3.6140 5.7494
O -0.2067 2.7300 5.2328
H -1.2109 0.1161 -3.7553
O -0.5247 -0.3442 -3.2903
H -0.5297 1.0543 2.4187
H -1.0002 1.6529 3.6158
O -0.8252 1.9539 2.7104
H -1.6365 -5.8970 1.4356
H -0.7454 -6.8085 0.6527
O -1.3103 -6.0215 0.5380
H -4.3900 -2.0396 2.1832
H -5.8916 -1.9586 2.1786
O -5.1211 -1.8758 2.7873
H -4.6954 -1.8518 -1.7501
H -5.6036 -1.8302 -0.4519
O -4.7318 -1.8905 -0.7248
H 2.1198 3.5608 -2.1533
O 2.5242 3.4542 -3.1479
H 1.2656 2.4252 -3.6431
H 1.2897 1.8731 -5.1453
O 0.7397 2.0189 -4.4144
H 5.4364 -1.2660 -2.5671
H 6.4053 -0.2782 -2.1488
O 5.8127 -0.3118 -2.7695
H -4.7569 1.2028 -1.1943
H -5.4123 1.4516 -2.5493
O -5.2828 0.8158 -1.9023
H 3.0335 -2.4937 -3.9795
H 1.6896 -3.1442 -4.1076
O 2.6296 -3.3414 -3.8855
H -0.1907 6.3087 0.6054
H -1.4137 5.5500 0.1903
O -0.9241 6.3282 0.1495
H -2.3613 2.5479 5.0160
H -2.0905 3.3716 3.6489
O -2.8154 3.1065 4.2866
H -1.3121 -2.2904 0.8443
O -1.7335 -2.3235 1.7629
H -2.5314 2.5630 -2.8160
H -1.2108 2.1236 -3.7038
O -2.1115 1.7796 -3.2486
H -2.3574 -1.0277 -0.9469
O -1.5130 -0.7970 -1.1289
H 1.5186 -0.8181 0.6080
H -0.0453 -0.9353 -0.0774
O 0.6175 -0.7265 0.6521
H -1.4112 3.4506 1.9227
H -0.9794 3.5673 0.6091
O -1.6145 3.9934 1.1879
H 0.5257 -5.3014 -0.2840
H 0.6782 -6.2989 -1.6607
O 0.9139 -6.1007 -0.7146
H -5.7178 2.1957 3.3227
H -4.3339 2.7813 3.2216
O -5.1776 2.6504 2.7549
H 2.7783 1.4518 0.3227
H 3.2461 -0.0342 0.0755
O 2.6605 0.7032 -0.2297
H 0.1701 0.9114 -1.0665
H -0.7485 2.1834 -1.3185
O 0.0279 1.8167 -0.8349
H 1.8519 -3.2636 0.5469
H 1.6907 -3.3040 -0.8752
O 2.3188 -3.5111 -0.2281
H 2.2348 -1.6226 4.9156
H 2.0867 -1.0356 3.4397
O 2.5179 -1.7239 3.9836
H 1.5996 -1.1544 -1.9919
H 0.1977 -1.4915 -1.9437
O 1.0326 -2.0625 -1.8984
H -1.9514 -3.4132 -2.1541
H -3.4876 -3.3528 -1.7244
O -2.8201 -3.4866 -2.4997
H 5.0543 1.5186 1.4654
O 4.5151 0.6752 1.6695
H 5.3257 3.0609 1.5100
H 5.9424 2.9197 0.0174
O 5.9915 3.3467 0.9025
H -2.5964 -2.9948 1.8085
H 0.4478 2.3314 5.8314
H -1.2801 -0.1073 -1.7754
H 0.1684 0.3127 -3.2524
H 2.1304 4.2254 -3.5839
H 4.9998 0.1363 2.2604
O -3.3504 1.1376 1.1290
H -2.5492 1.3958 1.6887
H -3.0853 0.1710 1.3123
O 2.6815 -0.1651 -2.7968
H 3.3311 0.3151 -2.4280
H 3.1745 -0.8505 -3.3054
O 0.6041 -4.6733 4.1558
H 1.5207 -4.6004 4.5548
H 0.6278 -4.1554 3.4130
O 0.0955 -2.9562 -5.5126
H -0.2003 -2.2052 -5.1141
H 0.8406 -3.0827 -5.1037
O 4.6882 -4.1582 -0.0761
H 3.7303 -4.0016 0.0290
H 4.5453 -4.9882 -0.5000
O -4.5345 3.0895 0.1720
H -5.2344 2.5677 0.5920
H -3.8921 3.1979 0.9438
O 2.2415 2.2270 2.1648
H 2.0906 3.1771 1.9653
H 1.5424 1.8001 1.9758
*
```

Löwdin population analysis, charges in e, atoms 1 to 99: 0.057 0.015 -0.111 0.167 -0.011 -0.097 0.076 0.089 -0.120 -0.030 0.053 -0.086 -0.007 0.099 -0.082 0.131 -0.097 0.041 -0.052 0.077 0.024 -0.093 0.038 0.054 -0.093 -0.013 0.055 -0.052 0.107 0.004 -0.049 0.134 -0.105 0.029 0.026 -0.069 0.111 -0.091 -0.032 0.008 -0.001 -0.027 0.000 0.018 -0.016 -0.043 -0.049 0.030 0.087 0.043 -0.090 0.064 -0.154 0.058 0.099 -0.111 -0.017 -0.026 -0.039 0.020 -0.049 -0.029 0.042 -0.019 0.027 0.076 -0.105 -0.002 0.009 -0.026 -0.008 0.046 -0.058 -0.021 0.051 -0.032 0.048 -0.018 -0.011 0.051 0.033 -0.072 0.078 0.023 -0.144 0.008 0.042 -0.045 0.055 -0.067 0.003 0.070 -0.033 0.115 0.061 0.020 0.017 0.062 0.035


Molecular formula: C2H2N3OS
Method: DFT, the ωB97M-V functional and the def2-TZVPD basis

ΔE to the lowest compared entry with this formula, charge and spin, kcal per mole: 17.06
Electronic energy, Eh: -715.1365
LUMO, Ha: 0.1428

Structure (ORCA input):
```
! RIJCOSX wB97M-V def2-TZVPD def2/J DEFGRID3
* xyz -1 1
N 1.9983 1.3530 2.7612
C 1.5047 0.9848 1.8047
N 1.1222 0.4767 0.6458
N -0.3410 0.1374 0.3151
C 2.0112 0.5420 -0.5565
O 1.4633 0.0708 -1.5398
S 3.6618 0.9882 -0.4561
H -0.3408 -0.9193 0.2453
H -0.3745 0.3988 -0.6594
*
```

From a Löwdin analysis of the wavefunction, the atomic charges in e read: 0.116 -0.404 -0.124 0.064 -1.033 -0.131 0.393 0.085 0.035